1.
118
Properties=species:S:1:pos:R:3:forces:R:3:mulliken_charge:R:1 method="wB97M-V/def2-TZVPD" energy_ha=-3330.61315 homo_lumo_gap_ha=0.298 largest_force_ev_per_a=0.7
C 8.7892 -1.3968 3.1906 0.058 -0.160 0.002 -0.769
O 7.5241 -1.0218 2.6996 0.005 0.330 0.068 -0.268
C 7.4870 -0.7791 1.3039 -0.305 -0.187 0.080 -0.717
C 6.1956 -0.0270 0.9688 0.262 -0.058 -0.094 -0.037
C 5.2242 -0.7555 0.0227 -0.152 0.235 0.275 -0.954
C 3.7654 -0.7314 0.5156 0.010 -0.112 -0.296 1.395
C 2.7433 -0.4527 -0.5861 0.487 0.425 0.105 -0.930
C 2.9489 0.9304 -1.2486 -0.023 -0.361 -0.058 -0.651
C 1.6490 1.6955 -1.5075 0.351 0.019 0.034 -0.737
C 1.1866 2.6124 -0.3612 -0.319 0.035 -0.063 -1.353
C 1.4107 2.0548 1.0114 -0.099 0.088 -0.221 0.395
C 2.4243 2.3320 1.8717 0.149 0.028 0.073 0.218
I 3.8682 3.7214 1.2182 0.094 0.062 0.103 0.047
C 2.5976 1.6960 3.1706 0.462 0.385 -0.200 1.253
C 3.7773 2.0715 4.0291 -0.107 0.098 -0.011 -2.243
C 3.5553 3.3854 4.7897 0.198 0.071 -0.015 -0.622
C 4.4100 3.5603 6.0495 -0.294 0.223 -0.318 -0.773
S 6.1612 3.1020 5.9009 0.249 -0.139 0.222 -0.213
C 1.7115 0.7617 3.5949 -0.335 -0.217 0.312 -0.385
C 1.7652 0.0092 4.8942 -0.203 0.033 0.203 -1.194
C 1.8255 -1.5214 4.7299 0.218 0.065 0.216 -0.947
C 2.6808 -1.9881 3.5555 -0.264 -0.438 0.262 1.308
C 2.3489 -3.4166 3.1105 0.166 0.293 -0.326 -1.574
C 1.2228 -3.4671 2.0925 -0.253 0.297 -0.054 0.037
O -0.0419 -3.6331 2.7606 0.139 -0.476 0.195 -0.319
C -0.9965 -4.3556 2.1213 -0.231 -0.100 0.089 0.482
C -1.1505 -4.0797 0.6460 -0.142 0.275 0.123 -0.501
O -1.7040 -5.1123 2.7310 0.228 0.422 -0.118 -0.608
C 0.6079 0.4748 2.7429 -0.260 -0.025 -0.040 0.814
N -0.3867 -0.3743 3.0227 -0.103 -0.018 -0.130 -0.486
S -1.3741 -0.3502 1.7556 -0.019 -0.143 0.293 0.137
N -0.6290 0.7058 0.8189 0.008 0.157 -0.237 -0.381
C 0.4604 1.1049 1.4809 -0.074 -0.147 0.078 0.161
H 9.5990 -0.9852 2.5834 0.023 0.090 -0.033 0.329
H 8.8907 -1.0143 4.2040 -0.047 -0.009 0.068 0.225
H 8.9049 -2.4841 3.2146 -0.006 -0.068 -0.048 0.269
H 7.5060 -1.7362 0.7702 0.155 -0.033 -0.101 0.357
H 8.3647 -0.1990 1.0078 0.109 -0.009 0.004 0.414
H 6.4745 0.9329 0.5335 -0.131 0.115 0.006 0.402
H 5.7079 0.1999 1.9165 -0.025 -0.063 0.093 -0.197
H 5.5380 -1.7921 -0.0963 0.055 -0.050 -0.126 0.605
H 5.2758 -0.2770 -0.9544 0.038 -0.130 -0.147 0.234
H 3.6667 0.0269 1.2952 -0.079 -0.010 0.008 -1.028
H 3.5205 -1.6961 0.9654 0.119 0.049 0.090 0.101
H 1.7427 -0.4983 -0.1549 -0.108 -0.214 -0.124 -0.078
H 2.8578 -1.2230 -1.3503 -0.337 -0.142 -0.019 0.706
H 3.6351 1.5159 -0.6354 -0.022 0.115 -0.042 0.127
H 3.4472 0.7789 -2.2062 0.097 0.067 -0.031 0.538
H 1.7837 2.3297 -2.3832 -0.136 -0.002 -0.105 0.511
H 0.8710 0.9686 -1.7414 -0.130 0.031 -0.037 0.269
H 1.6316 3.5992 -0.4604 0.157 -0.042 0.063 0.574
H 0.1109 2.7480 -0.4763 -0.065 0.101 0.012 -0.144
H 3.9774 1.2948 4.7614 0.077 -0.112 -0.125 0.793
H 4.6464 2.1315 3.3768 0.174 0.027 0.107 0.525
H 2.5035 3.4360 5.0759 -0.038 0.043 0.142 0.422
H 3.7334 4.2458 4.1470 -0.004 -0.044 -0.195 0.341
H 3.9709 3.0050 6.8750 0.163 -0.145 0.091 0.362
H 4.4003 4.6165 6.3061 -0.128 0.021 0.194 0.448
H 6.2158 2.8651 4.5904 -0.083 0.049 -0.124 0.111
H 0.8501 0.2600 5.4363 -0.036 -0.054 0.085 0.465
H 2.5793 0.3462 5.5297 0.059 0.042 -0.115 0.345
H 2.2805 -1.9237 5.6370 -0.130 -0.073 0.106 0.662
H 0.8194 -1.9302 4.6856 -0.054 -0.003 -0.242 0.208
H 2.5463 -1.3447 2.6871 0.102 0.082 0.196 -1.256
H 3.7312 -1.9574 3.8469 0.122 0.226 -0.099 0.552
H 2.1008 -4.0503 3.9604 0.053 -0.141 0.008 0.498
H 3.2282 -3.8266 2.6101 0.057 -0.147 0.099 0.432
H 1.2054 -2.5295 1.5268 -0.055 0.019 -0.089 0.063
H 1.3748 -4.2740 1.3779 -0.017 -0.170 0.068 0.596
H -2.1585 -4.3560 0.3596 0.030 -0.250 -0.108 0.273
H -1.0242 -3.0158 0.4413 0.138 -0.006 0.000 -0.002
H -0.4114 -4.6247 0.0646 -0.047 -0.121 -0.103 0.389
C -2.8499 -1.3236 -2.3127 0.186 -0.100 -0.034 -0.784
O -2.9523 -2.5162 -3.0575 -0.370 0.095 -0.074 -0.363
C -3.3732 -3.6453 -2.3126 0.315 0.030 -0.005 -0.291
C -4.3877 -4.4849 -3.0550 0.056 -0.127 -0.063 -0.459
O -5.6606 -3.8878 -3.2092 -0.121 -0.070 0.071 -0.486
C -5.8228 -2.8200 -4.1245 -0.037 0.153 0.064 -0.046
C -5.7393 -3.2008 -5.5846 0.086 0.079 -0.151 -0.612
O -4.4151 -3.5177 -5.9750 0.021 -0.176 0.238 -0.278
C -4.3108 -4.6016 -6.8697 0.016 0.109 -0.060 -0.822
H -1.9028 -1.2863 -1.7599 -0.054 0.061 0.106 0.344
H -2.8723 -0.4924 -3.0151 0.075 -0.008 -0.019 0.245
H -3.6871 -1.2083 -1.6157 0.006 -0.003 0.021 0.390
H -3.7919 -3.3400 -1.3471 -0.046 0.047 -0.023 0.318
H -2.4889 -4.2681 -2.1216 -0.094 -0.109 0.125 0.292
H -4.5714 -5.3691 -2.4391 0.007 -0.005 -0.004 0.417
H -3.9819 -4.8331 -4.0074 0.027 0.171 -0.040 0.108
H -5.1479 -1.9921 -3.8976 0.124 -0.077 -0.086 -0.221
H -6.8415 -2.4653 -3.9498 0.005 0.015 0.003 0.426
H -6.0844 -2.3433 -6.1774 -0.139 -0.044 -0.005 0.421
H -6.4110 -4.0457 -5.7729 0.014 -0.021 -0.001 0.367
H -4.9681 -5.4276 -6.5780 -0.005 -0.003 -0.001 0.371
H -3.2800 -4.9522 -6.8410 0.013 0.039 -0.030 0.233
H -4.5515 -4.3001 -7.8954 -0.046 -0.046 -0.006 0.314
C -4.7759 1.4186 -4.3018 -0.089 -0.047 0.100 -0.337
O -5.0257 2.0682 -3.0740 0.086 0.240 -0.160 -0.371
C -3.8707 2.3098 -2.2886 -0.135 -0.186 0.069 -0.280
C -3.8728 3.6952 -1.6829 -0.012 -0.001 0.182 -0.327
O -3.7071 4.7550 -2.6057 0.133 0.070 -0.016 -0.454
C -4.7815 5.1057 -3.4597 0.010 -0.020 -0.153 -0.306
C -5.9511 5.7791 -2.7788 -0.185 -0.013 -0.019 -0.527
O -6.6953 4.8735 -1.9842 0.252 -0.092 0.121 -0.285
C -7.1556 5.4053 -0.7631 -0.094 -0.008 -0.083 -0.782
H -4.6870 0.3366 -4.1625 0.075 -0.016 -0.090 -0.119
H -5.6187 1.6141 -4.9643 -0.046 -0.009 0.057 0.307
H -3.8679 1.8007 -4.7795 0.020 -0.033 -0.003 0.408
H -2.9604 2.1766 -2.8836 -0.009 0.023 -0.047 0.374
H -3.8510 1.5829 -1.4650 0.148 0.017 0.012 0.169
H -2.9937 3.7521 -1.0352 -0.001 0.002 0.013 0.357
H -4.7505 3.8421 -1.0500 -0.096 -0.048 -0.140 0.152
H -5.1147 4.2560 -4.0590 -0.094 -0.053 0.137 0.073
H -4.3531 5.8405 -4.1459 -0.004 -0.005 -0.011 0.411
H -6.6088 6.1840 -3.5592 0.061 0.131 -0.002 0.391
H -5.5798 6.6119 -2.1711 0.001 -0.008 0.024 0.331
H -6.3818 6.0013 -0.2675 0.002 0.005 0.001 0.358
H -7.4142 4.5671 -0.1174 -0.044 -0.005 -0.026 0.233
H -8.0467 6.0268 -0.9063 0.027 0.051 0.029 0.316


2.
15
Properties=species:S:1:pos:R:3:forces:R:3:mulliken_charge:R:1 method="wB97M-V/def2-TZVPD" energy_ha=-412.96766 homo_lumo_gap_ha=0.360 largest_force_ev_per_a=5.4
H 2.7382 -0.4420 1.4668 0.454 1.642 -2.055 0.289
N 2.9829 0.1035 0.5327 0.648 -1.434 3.036 -0.465
C 2.2190 -0.3221 -0.3556 1.596 0.486 -2.363 -0.273
N 1.1472 -1.1567 -0.1961 -0.184 -0.381 -0.472 -0.499
C 0.0763 -0.4952 -0.0993 -2.800 -0.601 1.018 0.533
C -1.1781 -1.3749 0.0376 1.122 1.465 -0.485 -0.936
C -2.1303 -2.1127 0.0428 1.848 1.275 0.144 0.264
N 0.0810 0.9272 0.0363 4.417 0.710 -3.092 -0.305
C -1.0170 1.7694 -0.1599 -3.825 -0.790 2.025 0.229
N -2.1707 1.3014 0.2269 0.017 0.495 -0.267 -0.684
H -2.3848 0.2901 0.6297 1.615 2.860 -1.358 0.273
H 2.4324 0.0356 -1.4364 -0.497 -0.526 1.426 0.460
H -2.9198 -2.7671 0.1501 -1.143 -0.907 0.010 0.478
H 1.0998 1.2806 -0.4380 -3.784 -0.839 1.968 0.356
H -0.9762 2.9629 -0.4376 0.516 -3.454 0.464 0.280


3.
15
Properties=species:S:1:pos:R:3:forces:R:3:mulliken_charge:R:1 method="wB97M-V/def2-TZVPD" smiles="C=CN.CSS" energy_ha=-970.75783 homo_lumo_gap_ha=0.307 largest_force_ev_per_a=4.2
C 0.1165 1.3115 1.4417 -1.529 0.671 1.721 -0.799
C -0.6734 2.0990 0.5990 1.854 -2.395 0.231 0.165
N -0.2430 2.6213 -0.6274 1.978 -0.575 0.112 -0.445
H 1.1015 0.9558 1.0944 -0.369 0.619 0.403 0.228
H -0.1557 1.0387 2.6596 0.450 0.777 -4.149 0.174
H -1.7523 2.0909 0.6980 0.050 0.782 0.524 0.293
H 0.7341 2.4568 -1.0139 -2.020 0.186 1.166 0.186
H -0.8895 2.9362 -1.3183 -0.399 -0.071 -0.003 0.203
C 0.8669 -2.2186 0.1897 1.646 0.989 -0.215 -0.559
S -0.5337 -3.2492 -0.1872 -0.533 0.880 -1.401 -0.072
S -1.3665 -1.8512 -1.5783 -0.322 -0.614 1.142 -0.230
H 1.6483 -2.8019 0.7242 -0.717 0.392 0.065 0.308
H 1.3939 -1.8077 -0.7157 -0.686 -0.746 0.537 0.284
H 0.5267 -1.3141 0.7201 0.273 -0.579 0.215 0.110
H -0.7741 -2.2676 -2.6860 0.323 -0.316 -0.348 0.155


4.
56
Properties=species:S:1:pos:R:3:forces:R:3:mulliken_charge:R:1 method="wB97M-V/def2-TZVPD" smiles="C[N+](=O)[O-].C[N+](=O)[O-].C[N+](=O)[O-].C[N+](=O)[O-].C[N+](=O)[O-].C[N+](=O)[O-].C[N+](=O)[O-].C[N+](=O)[O-]" energy_ha=-1960.30372 homo_lumo_gap_ha=0.380 largest_force_ev_per_a=3.6
C -1.7262 -0.0609 3.9953 0.093 -0.149 1.450 -0.750
N -1.3736 -1.5421 4.1238 -0.620 -0.002 -0.013 0.844
O -0.5545 -1.8889 4.9524 -0.159 0.636 -0.424 -0.554
O -2.0152 -2.3297 3.4408 0.428 0.623 0.070 -0.565
H -2.4028 0.1421 3.1814 -0.072 -0.385 -0.101 0.253
H -0.8313 0.5317 3.9354 0.606 -0.169 -0.409 0.314
H -2.1290 0.2299 4.9815 -0.195 -0.417 -0.477 0.356
C 4.7230 3.5885 -2.6548 -1.000 -0.887 -0.261 -0.555
N 4.2221 3.2389 -4.0262 -0.103 -2.620 0.935 0.964
O 4.1403 4.0292 -4.8851 0.086 3.178 -1.709 -0.563
O 3.9334 2.0672 -4.2282 0.001 -0.686 0.758 -0.576
H 4.4818 4.6729 -2.5258 0.702 -1.169 0.307 0.265
H 5.7472 3.2003 -2.6632 0.074 0.913 0.079 0.302
H 4.1731 2.8473 -2.0295 0.256 1.202 -0.052 0.147
C 5.5891 -2.6313 -0.1709 -0.726 -0.611 1.054 -0.671
N 5.0303 -1.2572 0.0159 -1.695 0.364 -0.686 0.765
O 4.6496 -0.6570 -1.0083 0.990 -0.675 1.896 -0.436
O 4.7978 -0.9309 1.1785 0.461 0.182 -1.474 -0.493
H 4.7248 -3.2588 -0.5027 0.894 0.626 -0.189 0.261
H 5.7995 -2.9527 0.8605 0.375 0.025 -0.609 0.313
H 6.4535 -2.6467 -0.8331 -0.331 0.092 -0.011 0.264
C 1.2137 0.7484 -3.3730 0.566 -1.520 0.202 -0.824
N -0.0502 0.2570 -2.8111 0.214 -0.639 0.123 0.856
O -0.7758 -0.4468 -3.4447 -0.678 -0.611 -1.269 -0.546
O -0.2498 0.5195 -1.6485 -0.208 0.860 1.148 -0.417
H 1.0733 1.7434 -3.6443 -0.254 1.580 -0.995 0.386
H 1.6294 0.0677 -4.1279 -0.538 0.504 0.097 0.296
H 1.8273 0.7680 -2.5093 1.012 0.016 0.590 0.250
C -4.8536 1.0044 0.0398 -1.329 -0.816 -1.129 -0.739
N -3.9331 2.1004 -0.1952 1.391 1.586 -0.180 0.980
O -3.1839 2.5075 0.6811 -0.333 -0.856 0.518 -0.546
O -3.9672 2.6400 -1.2774 -0.283 -0.186 -0.742 -0.544
H -4.3598 0.0288 0.0721 0.269 0.387 0.090 0.220
H -5.5727 1.0318 -0.8169 0.674 -0.128 0.857 0.324
H -5.3629 1.2148 0.9556 -0.212 -0.042 0.627 0.300
C 0.1182 3.2637 -0.0741 1.480 0.956 0.929 -0.902
N 1.5045 3.1434 -0.6012 -0.169 -0.390 -1.427 1.058
O 1.8121 3.7893 -1.6158 -0.457 -0.708 1.371 -0.545
O 2.2447 2.3842 -0.0095 0.022 0.406 -0.244 -0.561
H 0.2886 3.8636 0.7928 -0.105 0.882 0.610 0.456
H -0.2465 2.3802 0.3472 -0.298 -1.776 -0.071 0.174
H -0.5374 3.7487 -0.7266 -0.715 0.532 -1.200 0.328
C -4.0243 -4.6181 2.5696 0.165 0.554 -0.486 -0.334
N -5.3594 -4.0313 2.4689 -0.630 -2.331 -1.132 0.938
O -6.2001 -4.7641 1.9755 -0.345 -0.344 0.011 -0.582
O -5.5615 -2.9215 2.7859 -0.248 3.156 1.168 -0.539
H -4.0814 -5.3643 3.3343 0.172 -0.535 0.238 0.284
H -3.3219 -3.8298 2.7882 0.134 -0.071 0.087 0.046
H -3.9273 -5.0121 1.5686 0.651 -0.500 0.050 0.287
C 0.1181 -1.7150 0.0838 -1.376 -0.737 -0.899 -1.042
N -1.2813 -1.2323 0.2996 0.034 -0.305 1.269 1.001
O -2.1982 -1.8260 -0.2366 0.460 0.597 0.186 -0.595
O -1.3941 -0.3280 1.1218 -0.288 -0.331 -0.860 -0.399
H 0.0744 -2.2108 -0.8759 0.363 0.004 -0.214 0.310
H 0.3721 -2.4281 0.8423 -0.139 -0.280 0.587 0.323
H 0.7331 -0.8684 0.1230 0.935 1.017 -0.045 0.410


5.
60
Properties=species:S:1:pos:R:3:forces:R:3:mulliken_charge:R:1 method="wB97M-V/def2-TZVPD" energy_ha=-5368.90709 total_charge=+2 homo_lumo_gap_ha="0.231 / 0.231" largest_force_ev_per_a=0.2
W -0.8499 -0.5233 -0.4811 0.142 0.097 -0.063 2.458
C 0.0835 -2.4367 5.4624 0.004 0.009 0.009 -1.617
C 0.2109 -1.9862 4.0501 -0.010 0.020 -0.028 0.644
C 0.8065 -2.8134 3.0840 -0.002 0.006 -0.023 -1.121
C 0.9017 -2.3934 1.7857 0.012 -0.068 0.012 -0.391
C 0.4261 -1.1179 1.4063 -0.042 0.106 0.074 -2.248
N 0.8632 -0.6560 0.1140 -0.156 0.020 -0.099 1.134
C 2.1096 -0.2196 -0.3410 -0.020 -0.052 -0.010 1.261
C 3.1820 -0.1761 0.5428 0.022 -0.005 -0.022 -0.511
C 4.4082 0.2720 0.0987 0.001 0.002 -0.003 -1.176
C 4.5790 0.6765 -1.2242 0.002 0.006 -0.004 0.397
C 5.8948 1.1891 -1.7159 -0.001 -0.004 -0.002 -1.534
C 3.4839 0.6197 -2.0981 -0.011 -0.007 0.016 -0.881
C 2.2375 0.1907 -1.6848 0.021 0.002 -0.006 -0.320
C 1.0955 0.0945 -2.6953 0.033 -0.012 -0.002 0.903
O -0.1946 0.0696 -2.0680 -0.047 -0.006 0.161 -0.349
C 1.0150 1.3162 -3.6645 -0.016 0.012 0.020 0.611
F 1.9786 1.2623 -4.5755 0.010 -0.012 0.000 -0.210
F 1.1382 2.4353 -2.9531 0.002 -0.008 -0.003 -0.212
F -0.1584 1.3270 -4.2765 -0.004 0.002 -0.008 -0.222
C 1.1850 -1.2668 -3.4509 0.001 0.010 -0.011 0.623
F 1.0133 -2.2430 -2.5301 0.008 0.004 -0.012 -0.199
F 0.2298 -1.3827 -4.3551 0.000 -0.003 0.003 -0.232
F 2.3663 -1.4211 -4.0155 -0.005 -0.001 0.009 -0.214
C -0.2154 -0.2655 2.3756 0.004 -0.047 0.015 0.058
C -0.3123 -0.7398 3.6622 0.000 -0.023 0.015 -0.890
C -0.9409 1.0165 1.9489 -0.010 0.024 -0.021 1.304
O -1.4624 0.8235 0.6324 -0.029 -0.045 -0.048 -0.910
C -2.2147 1.3235 2.8012 0.035 0.017 -0.041 0.397
F -2.9500 2.2305 2.1883 -0.016 0.006 0.024 -0.214
F -1.8721 1.7710 4.0065 0.000 0.009 0.022 -0.238
F -2.9354 0.2093 2.9352 0.014 -0.021 0.000 -0.118
C 0.0265 2.2321 1.9301 0.009 -0.022 0.020 0.433
F 0.9149 2.0400 0.9344 0.002 0.013 0.004 -0.103
F 0.6941 2.2855 3.0768 0.002 0.007 -0.014 -0.258
F -0.5975 3.3697 1.7160 -0.002 -0.004 0.000 -0.234
H 0.8363 -3.1801 5.7165 -0.002 -0.001 0.002 0.429
H 0.1450 -1.5989 6.1554 -0.003 -0.002 0.002 0.449
H -0.9000 -2.8992 5.6005 -0.004 0.001 -0.002 0.300
H 1.2157 -3.7717 3.3774 0.000 -0.001 0.001 0.579
H 1.4118 -2.9903 1.0376 -0.009 -0.004 0.000 0.782
H 3.0456 -0.4867 1.5712 -0.005 0.004 0.003 0.581
H 5.2453 0.3102 0.7830 -0.003 -0.005 0.003 0.445
H 6.7100 0.8905 -1.0609 0.000 0.001 0.000 0.404
H 6.1025 0.8347 -2.7248 0.002 0.001 -0.001 0.415
H 5.8752 2.2813 -1.7516 -0.001 -0.001 0.000 0.335
H 3.6393 0.9242 -3.1231 -0.003 -0.001 -0.005 0.658
H -0.8143 -0.1499 4.4158 0.002 -0.003 0.007 0.691
F -0.9272 -6.5800 3.4400 0.004 -0.006 -0.002 -0.282
C -1.2213 -5.6627 2.5449 0.030 -0.002 -0.024 0.496
C -2.0560 -4.6089 2.8894 -0.041 0.045 0.013 0.358
F -2.5463 -4.5226 4.1170 0.007 -0.009 -0.002 -0.354
C -2.3482 -3.6324 1.9535 0.035 -0.031 0.020 0.435
F -3.1277 -2.6144 2.3013 -0.007 0.007 0.005 -0.430
C -1.8041 -3.6951 0.6800 0.043 -0.037 -0.017 -0.334
Se -2.3266 -2.4318 -0.6467 0.042 -0.006 -0.028 -0.064
C -0.9627 -4.7499 0.3465 -0.038 0.045 0.010 0.358
F -0.4186 -4.8064 -0.8632 0.002 -0.009 0.008 -0.316
C -0.6661 -5.7350 1.2716 -0.009 -0.013 0.031 0.515
F 0.1457 -6.7269 0.9593 0.006 -0.006 -0.006 -0.275